# 1
{
  "formula": "C3H6BrO3V",
  "method": "ωB97M-V/def2-TZVPD",
  "elements": ["V", "Br", "C", "O", "C", "O", "O", "C", "H", "H", "H", "H", "H", "H"],
  "positions_angstrom": [[19.030958, 23.178206, -19.646572], [19.796361, 22.307645, -17.035797], [18.864175, 27.230026, -20.726459], [19.549910, 27.439279, -19.495193], [19.898736, 26.385310, -18.788269], [19.555171, 25.225770, -19.001026], [20.611207, 26.792463, -17.786878], [21.301738, 25.834420, -17.001119], [18.031989, 26.539864, -20.584412], [19.610596, 26.824811, -21.413396], [18.488495, 28.155919, -21.149487], [21.668260, 26.320733, -16.101953], [22.168082, 25.401665, -17.505511], [20.684157, 24.983454, -16.713186]],
  "forces_ev_per_a": [[1.2, 0.8, 3.3], [-0.8, 0.5, -2.5], [0.2, -0.8, -0.6], [-0.2, 0.0, 0.2], [-0.1, 1.6, 0.2], [-0.4, -1.8, -1.1], [0.2, 0.0, -0.3], [0.6, -1.3, 1.0], [0.0, 0.0, -0.1], [-0.3, -0.1, -0.2], [0.2, 0.2, 0.5], [-0.2, 0.3, -0.1], [-0.1, 0.4, -0.4], [-0.3, 0.3, -0.1]],
  "lowdin_spin": [3.04, -0.07, 0.00, 0.00, 0.00, 0.02, 0.00, 0.00, 0.00, 0.00, 0.00, 0.00, 0.00, 0.00],
  "homo_ha": [-0.482, -0.485],
  "total_charge": 1,
  "total_energy_ha": -3861.34112,
  "homo_lumo_gap_ev": [6.6, 7.0],
  "multiplicity": 4
}



# 2
{
  "formula": "C37H32BF5N9OTl",
  "method": "ωB97M-V/def2-TZVPD",
  "elements": ["Tl", "C", "C", "N", "N", "C", "B", "N", "C", "C", "C", "N", "N", "C", "C", "C", "N", "H", "H", "H", "H", "H", "H", "H", "H", "H", "H", "C", "C", "C", "C", "C", "C", "C", "N", "C", "N", "C", "C", "C", "C", "C", "C", "C", "N", "C", "C", "C", "C", "C", "C", "C", "H", "H", "H", "H", "H", "H", "H", "H", "H", "H", "H", "H", "H", "H", "H", "H", "H", "H", "H", "H", "H", "H", "F", "C", "C", "F", "C", "F", "C", "O", "C", "F", "C", "F"],
  "positions_angstrom": [[-0.640210, 1.553311, -1.052467], [1.289441, 6.388359, -0.220579], [1.106354, 5.240319, -1.016924], [0.035149, 4.564182, -0.640808], [-0.491508, 5.239525, 0.392791], [0.242049, 6.339012, 0.672256], [-1.714672, 4.750478, 1.178395], [-1.375773, 3.483268, 1.998113], [-1.464967, 3.367845, 3.334884], [-1.241337, 2.048723, 3.674004], [-1.024263, 1.418831, 2.438736], [-1.098553, 2.288647, 1.446226], [-2.953101, 4.473815, 0.276012], [-4.215807, 4.811210, 0.610245], [-5.041738, 4.499611, -0.447945], [-4.162399, 3.961880, -1.404479], [-2.913673, 3.952287, -0.962180], [2.076918, 7.121980, -0.272184], [1.713854, 4.878101, -1.832556], [-0.034263, 6.999088, 1.478309], [-2.036620, 5.621688, 1.954784], [-1.681340, 4.226925, 3.948786], [-1.235437, 1.609876, 4.657704], [-0.846184, 0.377637, 2.215343], [-4.439929, 5.222713, 1.581014], [-6.108881, 4.632359, -0.517306], [-4.382442, 3.584013, -2.391479], [1.794509, -5.933515, 0.214565], [0.695824, -5.921190, -0.812519], [0.391044, -7.053747, -1.550800], [-0.605802, -7.050893, -2.519211], [-1.290634, -5.872090, -2.767316], [-1.005938, -4.722873, -2.046364], [-0.029899, -4.736290, -1.045765], [0.282559, -3.625517, -0.276279], [-0.335498, -2.341204, -0.267342], [-1.681945, -2.436848, -0.227274], [-2.765772, -1.499323, -0.096906], [-2.577353, -0.115171, -0.096505], [-3.763956, 0.606479, 0.109289], [-5.025911, 0.037421, 0.208546], [-5.151818, -1.344124, 0.151317], [-4.019996, -2.136835, 0.022989], [-4.188170, -3.641212, -0.010956], [0.382374, -1.287135, -0.228301], [1.759775, -1.477278, -0.417252], [2.269406, -1.684250, -1.698808], [3.618007, -1.931506, -1.897395], [4.480738, -1.974827, -0.810693], [3.977386, -1.743043, 0.462629], [2.627700, -1.487258, 0.680359], [2.095269, -1.190469, 2.054647], [2.194607, -6.940036, 0.333491], [1.431719, -5.588635, 1.186259], [2.620475, -5.275835, -0.076135], [0.952692, -7.962230, -1.359818], [-0.833724, -7.951860, -3.074380], [-2.047299, -5.834459, -3.541672], [-1.519042, -3.798275, -2.274323], [1.238691, -3.577258, 0.040845], [-1.977455, -3.392102, -0.118882], [-3.698085, 1.691518, 0.199736], [-5.908620, 0.660004, 0.320791], [-6.129546, -1.814738, 0.198126], [-5.248108, -3.896099, 0.019069], [-3.715320, -4.133628, 0.847404], [-3.771636, -4.089050, -0.919661], [1.583832, -1.640153, -2.536601], [3.995158, -2.085016, -2.901257], [5.538184, -2.158768, -0.953493], [4.648627, -1.750945, 1.314698], [2.887958, -1.258754, 2.800379], [1.282542, -1.866143, 2.333214], [1.693778, -0.173270, 2.072998], [7.327680, 3.090605, -0.383885], [5.996183, 2.828705, -0.282466], [5.206505, 2.686942, -1.410505], [5.786040, 2.795899, -2.629536], [3.856670, 2.433714, -1.310820], [3.157798, 2.296379, -2.461125], [3.161249, 2.278767, -0.070151], [1.939352, 2.014553, 0.031313], [4.032980, 2.453032, 1.053739], [3.507420, 2.323603, 2.293457], [5.382309, 2.704285, 0.953468], [6.133837, 2.836283, 2.072344]],
  "forces_ev_per_a": [[0.0, -0.1, -0.1], [0.0, 0.0, 0.0], [0.0, 0.1, 0.0], [0.0, 0.0, 0.0], [-0.2, 0.2, 0.0], [0.0, 0.0, -0.1], [0.1, -0.2, -0.1], [0.0, 0.0, 0.1], [0.0, -0.1, 0.1], [0.0, 0.0, 0.0], [0.1, -0.1, 0.0], [-0.2, 0.2, 0.0], [0.0, 0.3, 0.0], [0.0, -0.1, 0.0], [0.0, -0.1, -0.1], [0.0, 0.1, 0.0], [0.0, 0.0, 0.0], [0.0, 0.0, 0.0], [0.0, -0.1, 0.0], [0.0, 0.0, 0.0], [0.0, 0.0, 0.1], [0.0, 0.0, 0.0], [0.0, 0.0, 0.0], [0.0, 0.0, 0.0], [0.1, 0.1, 0.0], [0.0, 0.0, 0.0], [0.0, 0.0, 0.0], [-0.1, 0.0, 0.0], [0.0, 0.0, 0.0], [0.0, 0.0, 0.0], [0.0, 0.0, 0.0], [0.0, 0.0, 0.0], [0.0, 0.0, -0.1], [0.0, 0.0, -0.1], [0.0, 0.0, 0.1], [0.1, -0.2, -0.1], [-0.3, -0.2, 0.1], [-0.1, 0.1, -0.1], [0.2, -0.3, 0.1], [0.1, 0.2, 0.0], [0.0, -0.1, 0.0], [0.0, 0.1, 0.0], [-0.1, -0.1, -0.1], [0.0, 0.1, 0.0], [-0.1, 0.2, 0.0], [0.1, 0.1, -0.1], [0.0, 0.0, 0.0], [0.0, 0.0, 0.0], [0.0, 0.0, 0.0], [0.0, 0.0, 0.0], [0.0, 0.1, 0.2], [0.0, 0.1, -0.1], [0.0, 0.0, 0.0], [0.0, 0.0, 0.0], [0.0, 0.0, 0.0], [0.0, 0.0, 0.0], [0.0, 0.0, 0.0], [0.0, 0.0, 0.0], [0.0, 0.0, 0.0], [0.0, 0.0, -0.1], [0.0, 0.1, 0.1], [0.0, -0.1, -0.1], [0.0, 0.0, 0.0], [0.0, 0.0, 0.1], [0.0, 0.0, 0.0], [0.0, 0.0, 0.0], [0.0, 0.0, 0.0], [0.0, 0.0, 0.0], [0.0, 0.0, 0.0], [0.0, 0.0, 0.0], [0.0, 0.0, 0.0], [0.0, 0.0, 0.0], [0.0, 0.0, 0.0], [0.0, 0.0, 0.0], [0.0, 0.0, 0.0], [0.0, 0.0, 0.0], [0.0, 0.0, 0.0], [0.0, 0.0, 0.0], [0.0, 0.0, 0.0], [0.0, 0.0, 0.0], [0.1, 0.0, 0.0], [0.0, -0.2, 0.1], [-0.1, -0.1, 0.0], [0.0, 0.0, 0.0], [0.0, 0.0, 0.0], [0.0, 0.0, 0.0]],
  "lowdin_charge": [0.73, -0.09, -0.17, 0.04, -0.04, -0.12, -0.54, -0.03, -0.11, -0.08, -0.17, 0.01, -0.04, -0.12, -0.10, -0.20, 0.05, 0.07, 0.10, 0.10, 0.11, 0.10, 0.07, 0.09, 0.10, 0.07, 0.09, -0.05, -0.22, -0.07, -0.12, -0.10, -0.03, -0.20, 0.13, -0.36, 0.12, -0.23, -0.20, -0.17, -0.13, -0.11, -0.25, -0.07, 0.15, -0.27, -0.02, -0.10, -0.11, -0.06, -0.23, -0.03, 0.07, 0.08, 0.08, 0.10, 0.09, 0.10, 0.11, 0.11, 0.09, 0.06, 0.08, 0.08, 0.06, 0.08, 0.06, 0.12, 0.09, 0.09, 0.10, 0.07, 0.07, 0.08, 0.04, -0.18, -0.17, 0.07, -0.15, 0.06, -0.36, -0.17, -0.15, 0.07, -0.17, 0.07],
  "homo_ha": -0.050,
  "total_charge": -2,
  "total_energy_ha": -2693.94907,
  "homo_lumo_gap_ev": 5.3
}